# 1
Below is a cluster of 2 separate species, C3H11N2O in total, with properties calculated with ωB97M-V/def2-TZVPD.

As for the total charge: +1. As for the energy relative to the best compared isomer or geometry (same formula, charge and spin): 20.4 kcal/mol.

Geometry (Å):
C1 -1.65407 2.35214 0.98077
C2 -0.43703 1.46510 0.68019
N1 0.12916 -1.30777 -1.49205
C3 0.01147 -0.62331 -0.39050
N2 -0.84296 0.36918 -0.24273
H1 -2.15858 2.07918 1.90208
H2 -1.37161 3.37017 1.12883
H3 -2.40573 2.33842 0.19238
H4 0.45020 1.96979 0.30884
H5 -0.17125 1.08658 1.66884
H6 -0.36426 -1.14632 -2.30955
H7 0.75836 -2.08937 -1.61416
H8 0.65089 -0.89373 0.43120
H9 -1.34443 0.71104 -1.05258
H10 3.02040 -3.72522 0.53471
H11 3.19778 -2.80870 -0.66283
O1 2.53165 -3.14718 -0.06345


# 2
Below is a cluster of 6 separate species, C32H37BrF40N4O5P in total, with properties calculated with ωB97M-V/def2-TZVPD.

The total energy is -8746.530663 a.u. As for the total charge: +1.

Geometry (Å):
C1 -0.84181 0.93594 7.40056
C2 -1.38407 0.70034 5.99355
C3 -1.32868 1.87349 5.01636
C4 -1.41193 3.25532 5.65041
N1 -0.19339 1.76766 4.05997
C5 1.04190 1.76917 4.33477
N2 1.99261 1.60725 3.36157
C6 3.25217 1.35984 4.10961
C7 2.70060 0.92189 5.43516
Br1 3.92914 0.76026 6.89528
N3 1.56523 1.86769 5.60147
P1 2.13319 3.44858 6.16775
N4 1.78154 3.61463 7.67473
H1 -0.22069 1.79866 7.49874
H2 -1.61649 1.02192 8.12557
H3 -0.23011 0.10340 7.66815
H4 -0.91949 -0.15799 5.54993
H5 -2.41887 0.45330 6.07979
H6 -2.18003 1.78051 4.38607
H7 -0.47257 3.74904 5.58034
H8 -1.79713 3.23366 6.64235
H9 -2.08692 3.84415 5.06927
H10 -0.41750 1.67764 3.08736
H11 1.82206 0.70574 2.92758
H12 3.90003 0.66744 3.62377
H13 3.82573 2.26462 4.11273
H14 2.32885 -0.06433 5.27690
H15 3.51219 3.56704 5.95207
H16 1.42622 4.39436 5.41800
H17 2.63551 3.74464 8.19960
C8 3.44369 -2.51231 -0.19562
C9 2.82426 -1.75152 0.98782
C10 1.61588 -2.36829 1.68728
F1 0.56060 -2.50117 0.86741
F2 1.23965 -1.52200 2.69672
F3 2.52623 -0.48147 0.61054
F4 3.78973 -1.65672 1.94880
O1 3.06216 -2.08642 -1.48229
C11 1.92591 -2.57516 -2.07730
C12 0.90392 -1.46524 -2.29444
F5 0.57650 -0.89207 -1.10598
F6 -0.22012 -1.98961 -2.82225
F7 1.41443 -3.60666 -1.37986
F8 2.28075 -3.04810 -3.28266
H18 4.50772 -2.29163 -0.14866
H19 3.35824 -3.59141 -0.07768
H20 1.85408 -3.34278 2.11837
H21 1.30054 -0.69150 -2.95244
C13 0.82665 -6.17196 -4.85989
C14 2.05490 -7.06235 -5.11389
C15 2.89935 -6.77518 -6.35677
F9 2.18603 -6.93520 -7.48737
F10 3.93378 -7.64755 -6.38730
F11 1.67966 -8.35568 -5.10029
F12 2.88536 -6.87434 -4.04574
O2 -0.43559 -6.67144 -5.24840
C16 -0.89572 -6.50241 -6.52642
C17 -1.08325 -7.84599 -7.22996
F13 0.07991 -8.52126 -7.27470
F14 -1.49545 -7.62076 -8.49530
F15 -0.10984 -5.67029 -7.22972
F16 -2.10992 -5.92392 -6.43682
H22 0.75145 -6.09814 -3.77753
H23 0.98334 -5.15363 -5.21348
H24 3.30258 -5.75861 -6.32322
H25 -1.82664 -8.44849 -6.70450
C18 -3.96894 -2.74038 5.08791
C19 -4.77029 -4.05265 5.13435
C20 -4.23819 -5.17617 6.02617
F17 -3.01441 -5.58208 5.62337
F18 -5.07785 -6.22782 5.94145
F19 -4.95120 -4.50381 3.87742
F20 -5.99350 -3.72903 5.62979
O3 -3.08795 -2.55765 3.99012
C21 -1.81643 -3.04329 4.02257
C22 -1.59146 -4.10467 2.94688
F21 -2.43259 -5.13131 3.11316
F22 -0.31694 -4.56564 3.05874
F23 -1.48580 -3.47909 5.24812
F24 -0.98016 -2.01192 3.73353
H26 -4.71417 -1.96012 4.95458
H27 -3.48024 -2.52895 6.03801
H28 -4.18786 -4.85189 7.06985
H29 -1.73697 -3.67619 1.95324
C23 2.25167 2.32147 -1.86485
C24 2.43822 2.13744 -3.38276
C25 3.71571 2.69245 -4.01480
F25 3.78859 4.02788 -3.87233
F26 3.69810 2.40814 -5.33610
F27 1.35577 2.60670 -4.02738
F28 2.47213 0.77962 -3.58815
O4 1.43393 3.38278 -1.42919
C26 1.94735 4.64073 -1.24954
C27 1.30651 5.64058 -2.20804
F29 1.51081 5.26496 -3.48753
F30 1.87138 6.85201 -2.02847
F31 3.28816 4.64217 -1.33595
F32 1.62940 5.01828 0.00665
H30 1.71357 1.43381 -1.53763
H31 3.20429 2.30301 -1.33689
H32 4.60112 2.22884 -3.56907
H33 0.23305 5.71121 -2.02912
C28 -2.09336 5.17793 -5.05866
C29 -2.45959 5.38753 -3.57932
C30 -3.91205 5.14897 -3.16589
F33 -4.74955 5.99290 -3.79213
F34 -4.02143 5.36372 -1.82969
F35 -2.05738 6.61522 -3.18719
F36 -1.71740 4.48470 -2.86905
O5 -2.01885 6.32364 -5.87596
C31 -3.13917 6.82514 -6.48492
C32 -3.45681 8.23134 -5.97926
F37 -3.65099 8.21877 -4.64509
F38 -4.58949 8.66262 -6.57049
F39 -4.18716 5.99430 -6.35394
F40 -2.86742 6.92287 -7.79839
H34 -1.07186 4.80224 -5.04508
H35 -2.69384 4.39310 -5.51634
H36 -4.20873 4.11772 -3.37761
H37 -2.63775 8.91324 -6.21499


# 3
Below is an isolated molecule of C25H37N3O5S, with properties calculated with ωB97M-V/def2-TZVPD.

The SMILES is O=C(C1CCN(S(=O)(=O)N2CCC3(CC2)OCCO3)CC1)N1CCC(Cc2ccccc2)CC1. As for the energy relative to the best compared isomer or geometry (same formula, charge and spin): 5.6 kcal/mol.

Geometry (Å):
O1 -1.74331 1.29885 -3.77863
C1 -1.00084 1.33937 -2.81226
N1 0.17737 1.99994 -2.85386
C2 1.20643 2.06763 -1.84029
H1 0.88729 1.60371 -0.90959
C3 2.48764 1.39705 -2.34443
C4 2.96357 2.05105 -3.64196
C5 1.82554 2.00515 -4.66235
C6 0.57021 2.65673 -4.08578
H2 -0.26465 2.57569 -4.78331
H3 0.76235 3.71521 -3.87538
H4 2.11338 2.52392 -5.57817
H5 1.60303 0.96652 -4.91583
C7 4.22333 1.36163 -4.19002
C8 5.38990 1.52524 -3.25863
C9 6.08591 2.72740 -3.21523
C10 7.14202 2.90222 -2.33976
C11 7.51822 1.87423 -1.49177
C12 6.83335 0.67223 -1.52750
C13 5.77664 0.50078 -2.40463
H6 5.24789 -0.44165 -2.42912
H7 7.12292 -0.13503 -0.87045
H8 8.34341 2.00900 -0.80822
H9 7.67486 3.84181 -2.31968
H10 5.79941 3.53127 -3.87880
H11 4.46686 1.80244 -5.15966
H12 4.01301 0.30124 -4.34312
H13 3.20724 3.09913 -3.43305
H14 3.25894 1.47429 -1.57691
H15 2.29338 0.33755 -2.52719
H16 1.41417 3.12598 -1.63670
C14 -1.35778 0.62636 -1.51272
H17 -0.97450 1.18008 -0.65496
C15 -0.75811 -0.78415 -1.52329
C16 -0.97181 -1.43199 -0.14504
N2 -2.09299 -0.85130 0.56821
S1 -1.69691 0.39280 1.63939
O2 -2.62803 1.46410 1.48088
O3 -0.29396 0.67881 1.55198
N3 -1.94798 -0.22132 3.15328
C17 -0.99854 -1.17831 3.66500
C18 -1.37013 -2.61896 3.31138
H18 -0.68071 -3.30938 3.79878
H19 -1.33288 -2.77495 2.23468
C19 -2.80149 -2.92313 3.77780
C20 -3.76519 -1.89264 3.16742
C21 -3.31398 -0.47908 3.53738
H20 -3.38553 -0.35140 4.62252
H21 -3.92697 0.27465 3.04407
H22 -4.77267 -2.07378 3.54409
H23 -3.75910 -2.03152 2.08748
O4 -3.20127 -4.22361 3.36554
C22 -3.33067 -5.03905 4.50966
H24 -4.15750 -5.73100 4.35010
C23 -3.57864 -4.02367 5.62645
H25 -3.19417 -4.33107 6.59837
O5 -2.84395 -2.90171 5.19369
H26 -4.64670 -3.77994 5.70706
H27 -2.40287 -5.59987 4.68510
H28 -0.97225 -1.07379 4.75428
H29 -0.02647 -0.90880 3.25278
C24 -3.21634 -0.55542 -0.30425
C25 -2.87698 0.50694 -1.36294
H30 -3.30969 0.24086 -2.32869
H31 -3.27771 1.47322 -1.05869
H32 -4.03466 -0.21306 0.32767
H33 -3.50507 -1.50103 -0.77227
H34 -0.09443 -1.28054 0.48316
H35 -1.15286 -2.50803 -0.25047
H36 -1.25753 -1.36309 -2.30281
H37 0.30705 -0.75491 -1.75189